Record 1
# C14H27OY

A molecular structure, C14H27OY (ωB97M-V/def2-TZVPD, OMol25).

Calculated values
* net charge: +2
* orbital gap (spin up / spin down): 5.60 / 6.89 eV
* HOMO energy (spin up / spin down): -16.133 / -16.449 eV

```
43
C14H27OY, DFT ωB97M-V/def2-TZVPD
C 0.796 1.954 0.488
H 1.268 2.309 1.408
H 1.576 1.896 -0.282
H 1.323 -0.014 1.784
C -0.328 2.894 0.065
H -1.038 2.370 -0.587
H -0.899 3.206 0.948
C 0.200 4.140 -0.666
H -0.621 4.784 -1.002
H 0.849 4.732 -0.010
H 0.789 3.856 -1.546
C -0.650 -2.039 -0.102
C -1.060 -0.984 -1.012
C 0.116 -0.396 -1.555
C 1.263 -1.038 -0.955
C 0.774 -2.088 -0.087
C 1.621 -3.096 0.631
C 2.692 -0.790 -1.335
C 0.184 0.658 -2.616
C -2.476 -0.667 -1.392
C -1.578 -2.981 0.606
Y 0.170 -0.062 0.712
H 3.371 -1.068 -0.524
H 2.969 -1.374 -2.223
H 2.862 0.265 -1.567
H 2.639 -2.727 0.777
H 1.206 -3.338 1.613
H 1.681 -4.028 0.052
H -2.544 -2.512 0.812
H -1.767 -3.871 -0.009
H -1.155 -3.316 1.557
H -2.556 0.330 -1.831
H -2.853 -1.390 -2.129
H -3.139 -0.705 -0.524
H 1.023 1.341 -2.453
H 0.324 0.194 -3.601
H -0.734 1.249 -2.653
C -1.153 0.724 3.246
O -1.076 -0.495 2.565
H -1.726 1.447 2.630
H -0.137 1.131 3.438
H -1.693 0.587 4.207
H -0.509 -1.088 3.124
```

How positive or negative is each atom? The Mulliken charges in e answer that: number 1, C, carries -0.7669; number 2, H, carries 0.7610; number 3, H, carries 0.3071; number 4, H, carries 0.0794; number 5, C, carries -0.0317; number 6, H, carries 0.0958; number 7, H, carries 0.4592; number 8, C, carries -1.3974; number 9, H, carries 0.3918; number 10, H, carries 0.3705; number 11, H, carries 0.3375; number 12, C, carries 0.9656; number 13, C, carries 0.4708; number 14, C, carries 0.8113; number 15, C, carries 0.2053; number 16, C, carries 0.6609; number 17, C, carries -1.4837; number 18, C, carries -1.7696; number 19, C, carries -1.3770; number 20, C, carries -1.6772; number 21, C, carries -1.4928; number 22, Y, carries 0.4208; number 23, H, carries 0.4394; number 24, H, carries 0.3852; number 25, H, carries 0.3203; number 26, H, carries 0.3854; number 27, H, carries 0.3370; number 28, H, carries 0.3888; number 29, H, carries 0.3552; number 30, H, carries 0.3802; number 31, H, carries 0.3280; number 32, H, carries 0.3471; number 33, H, carries 0.4005; number 34, H, carries 0.4268; number 35, H, carries 0.2952; number 36, H, carries 0.3713; number 37, H, carries 0.3666; number 38, C, carries -0.7023; number 39, O, carries -0.5236; number 40, H, carries 0.2858; number 41, H, carries 0.3663; number 42, H, carries 0.3347; number 43, H, carries 0.3713

Record 2
# C15H18O

2 unconnected molecules or ions with the total composition C15H18O (ωB97M-V/def2-TZVPD, OMol25).

Calculated values
* <S²>: 0.766
* net charge: +1
* 2S+1: 2
* orbital gap (spin up / spin down): 7.94 / 4.26 eV
* HOMO energy (spin up / spin down): -11.557 / -11.541 eV

```
34
C15H18O, DFT ωB97M-V/def2-TZVPD
C 4.864 -1.460 1.070
C 1.213 -0.048 -0.716
C 1.296 -1.318 -0.157
C 2.379 0.712 -0.797
C 2.492 -1.800 0.339
C 3.565 0.241 -0.273
C 3.656 -1.027 0.299
H 0.305 0.386 -1.099
H 0.395 -1.919 -0.140
H 2.282 1.697 -1.243
H 2.513 -2.826 0.690
H 4.424 0.899 -0.173
H 5.652 -1.869 0.431
H 4.655 -2.266 1.755
H 5.306 -0.644 1.625
C -1.682 1.950 1.062
C -2.789 2.257 2.100
C -2.022 0.966 0.013
C -2.428 -0.319 0.462
C -1.971 1.316 -1.364
C -2.626 -1.340 -0.424
C -2.265 0.309 -2.231
C -2.637 -0.997 -1.798
O -2.880 -1.854 -2.756
H -1.414 2.915 0.614
H -0.758 1.663 1.586
H -3.322 1.404 2.518
H -2.597 -0.551 1.499
H -1.729 2.322 -1.675
H -2.767 -2.362 -0.078
H -2.070 0.436 -3.282
H -3.247 -2.687 -2.413
H -3.514 2.963 1.695
H -2.279 2.853 2.862
```

How positive or negative is each atom? The natural (NBO) charges in e answer that: number 1, C, carries -0.6375; number 2, C, carries -0.2713; number 3, C, carries -0.1617; number 4, C, carries -0.1875; number 5, C, carries -0.2212; number 6, C, carries -0.2110; number 7, C, carries 0.0057; number 8, H, carries 0.1847; number 9, H, carries 0.1834; number 10, H, carries 0.2114; number 11, H, carries 0.2147; number 12, H, carries 0.2204; number 13, H, carries 0.2316; number 14, H, carries 0.2228; number 15, H, carries 0.2268; number 16, C, carries -0.4814; number 17, C, carries -0.5980; number 18, C, carries 0.2076; number 19, C, carries -0.1494; number 20, C, carries -0.1915; number 21, C, carries -0.2458; number 22, C, carries -0.1760; number 23, C, carries 0.4411; number 24, O, carries -0.5380; number 25, H, carries 0.2325; number 26, H, carries 0.2692; number 27, H, carries 0.2150; number 28, H, carries 0.2508; number 29, H, carries 0.2597; number 30, H, carries 0.2518; number 31, H, carries 0.2585; number 32, H, carries 0.5167; number 33, H, carries 0.2252; number 34, H, carries 0.2410

Record 3
# C21H12F3IN3O2PdS4

A molecular structure, C21H12F3IN3O2PdS4 (ωB97M-V/def2-TZVPD, OMol25).

Calculated values
* <S²>: 2.023
* net charge: -1
* 2S+1: 3
* orbital gap (spin up / spin down): 6.91 / 6.41 eV
* HOMO energy (spin up / spin down): -4.923 / -5.165 eV

```
47
C21H12F3IN3O2PdS4, DFT ωB97M-V/def2-TZVPD
Pd -0.666 -0.378 -0.392
F 3.860 1.949 1.753
C 3.210 1.144 2.611
F 3.671 -0.097 2.390
F 3.675 1.482 3.837
C 1.718 1.250 2.538
C 0.985 1.561 3.671
C -0.402 1.608 3.604
C -1.008 1.341 2.385
N -0.315 1.060 1.298
C 1.033 0.967 1.336
S 1.733 0.491 -0.144
H 1.495 1.763 4.602
H -0.996 1.847 4.470
H -2.086 1.358 2.267
I -3.054 -6.785 5.527
C -2.501 -5.266 4.153
C -1.163 -4.951 3.997
C -0.809 -3.951 3.109
C -1.790 -3.267 2.403
C -3.126 -3.607 2.565
C -3.491 -4.615 3.439
C -1.436 -2.148 1.462
O -2.327 -1.332 1.159
O -0.255 -2.096 1.035
H -0.406 -5.476 4.563
H 0.227 -3.689 2.959
H -3.862 -3.063 1.993
H -4.531 -4.881 3.557
S -0.617 4.249 -2.279
C -0.823 2.636 -2.488
S -2.046 1.667 -1.655
C -1.252 0.177 -2.369
N -0.312 0.499 -3.200
N -0.087 1.822 -3.284
C 0.817 2.220 -4.284
C 0.613 3.374 -5.029
C 1.446 3.652 -6.095
C 2.479 2.787 -6.422
C 2.699 1.654 -5.655
C 1.877 1.368 -4.582
S -1.914 -1.390 -2.212
H -0.195 4.043 -4.780
H 1.274 4.544 -6.679
H 3.115 3.003 -7.268
H 3.514 0.985 -5.893
H 2.033 0.493 -3.972
```

How positive or negative is each atom? The natural (NBO) charges in e answer that: number 1, Pd, carries 0.9072; number 2, F, carries -0.3206; number 3, C, carries 0.9841; number 4, F, carries -0.3183; number 5, F, carries -0.3425; number 6, C, carries -0.2484; number 7, C, carries -0.1060; number 8, C, carries -0.3182; number 9, C, carries 0.0991; number 10, N, carries -0.5241; number 11, C, carries 0.0966; number 12, S, carries -0.1659; number 13, H, carries 0.2255; number 14, H, carries 0.2172; number 15, H, carries 0.2129; number 16, I, carries 0.0866; number 17, C, carries -0.1195; number 18, C, carries -0.2677; number 19, C, carries -0.1546; number 20, C, carries -0.1401; number 21, C, carries -0.1538; number 22, C, carries -0.2689; number 23, C, carries 0.7499; number 24, O, carries -0.7313; number 25, O, carries -0.7182; number 26, H, carries 0.2198; number 27, H, carries 0.2390; number 28, H, carries 0.2405; number 29, H, carries 0.2193; number 30, S, carries -0.1856; number 31, C, carries -0.1219; number 32, S, carries 0.3945; number 33, C, carries -0.2326; number 34, N, carries -0.2828; number 35, N, carries -0.2650; number 36, C, carries 0.2225; number 37, C, carries -0.2323; number 38, C, carries -0.2126; number 39, C, carries -0.2201; number 40, C, carries -0.2110; number 41, C, carries -0.2195; number 42, S, carries -0.1422; number 43, H, carries 0.2424; number 44, H, carries 0.2078; number 45, H, carries 0.2045; number 46, H, carries 0.2105; number 47, H, carries 0.2436

Record 4
# CH4O

A single CH4O molecule (ωB97M-V/def2-TZVPD, OMol25).

Calculated values
* SMILES: CO
* orbital gap: 11.06 eV
* HOMO energy: -10.162 eV

```
6
CH4O, DFT ωB97M-V/def2-TZVPD
C -0.252 0.001 -0.077
O 0.925 -0.601 -0.101
H -1.018 -0.699 -0.320
H -0.412 1.047 -0.849
H -0.719 0.365 0.743
H 1.475 -0.114 0.604
```

How positive or negative is each atom? The natural (NBO) charges in e answer that: number 1, C, carries -0.2154; number 2, O, carries -0.6805; number 3, H, carries 0.1705; number 4, H, carries 0.0944; number 5, H, carries 0.1638; number 6, H, carries 0.4672

Record 5
# C32H37ClN2Si2V

A molecular structure, C32H37ClN2Si2V (ωB97M-V/def2-TZVPD, OMol25).

Calculated values
* <S²>: 3.770
* 2S+1: 4
* orbital gap (spin up / spin down): 6.48 / 5.18 eV
* HOMO energy (spin up / spin down): -6.230 / -5.911 eV

```
75
C32H37ClN2Si2V, DFT ωB97M-V/def2-TZVPD
C 2.062 -2.436 4.198
C 2.262 -2.309 2.784
C 2.283 -0.923 2.458
H 2.530 -3.104 2.090
C 2.101 -0.180 3.673
C 1.991 -1.115 4.744
H 2.003 -0.864 5.801
H 2.130 -3.364 4.761
H 2.510 -0.502 1.487
H 2.126 0.899 3.785
V 0.409 -1.406 3.334
Si 0.978 1.814 -2.838
C -0.083 1.161 -4.277
C -1.378 1.641 -4.560
H -1.727 2.556 -4.087
C -2.242 0.950 -5.420
H -3.265 1.309 -5.567
C -1.798 -0.198 -6.081
H -2.475 -0.764 -6.726
C -0.462 -0.603 -5.940
H -0.093 -1.459 -6.515
C 0.385 0.083 -5.062
H 1.433 -0.206 -4.971
C 0.702 3.655 -2.854
C 1.056 4.376 -4.010
H 1.541 3.849 -4.830
C 0.728 5.728 -4.113
H 0.999 6.279 -5.014
C 0.013 6.350 -3.084
H -0.296 7.386 -3.199
C -0.348 5.641 -1.937
H -0.953 6.110 -1.163
C 0.031 4.307 -1.804
H -0.247 3.738 -0.917
H 2.404 1.428 -3.004
Si -1.713 0.683 -0.800
C -0.213 1.465 0.132
C 1.188 1.318 -0.087
H 1.601 0.588 -0.797
C 2.130 1.912 0.770
H 3.203 1.845 0.537
C 1.706 2.581 1.912
H 2.437 3.028 2.587
C 0.343 2.705 2.187
H 0.000 3.181 3.119
C -0.592 2.211 1.274
H -1.658 2.325 1.493
C -1.054 -0.964 -1.331
C -0.058 -1.572 -0.551
H 0.320 -1.054 0.330
C 0.495 -2.805 -0.884
H 1.350 -3.200 -0.318
C 0.002 -3.481 -2.005
H 0.455 -4.424 -2.301
C -1.023 -2.925 -2.777
H -1.387 -3.452 -3.664
C -1.541 -1.671 -2.455
H -2.306 -1.216 -3.083
H -2.853 0.380 0.038
Cl -1.650 -0.514 2.488
N -0.584 -1.593 5.234
C -1.791 -2.455 5.126
C -1.311 -3.841 4.722
C -1.343 -4.027 3.221
N -0.221 -3.286 2.562
H -0.782 -0.679 5.637
H 0.034 -1.983 5.947
H -2.349 -2.466 6.072
H -2.455 -2.012 4.371
H -0.308 -4.045 5.123
H -1.977 -4.576 5.185
H -1.244 -5.091 2.966
H -2.292 -3.671 2.801
H 0.573 -3.927 2.500
H -0.444 -3.122 1.577
```

How positive or negative is each atom? The Mulliken charges in e answer that: number 1, C, carries -0.5310; number 2, C, carries -0.9868; number 3, C, carries -0.2448; number 4, H, carries 0.6944; number 5, C, carries -0.6039; number 6, C, carries -0.6786; number 7, H, carries 0.5341; number 8, H, carries 0.5155; number 9, H, carries 0.5653; number 10, H, carries 0.4040; number 11, V, carries 0.6718; number 12, Si, carries 0.6069; number 13, C, carries 0.4956; number 14, C, carries -0.1061; number 15, H, carries 0.3885; number 16, C, carries -0.6480; number 17, H, carries 0.3547; number 18, C, carries -0.4479; number 19, H, carries 0.3630; number 20, C, carries -0.4644; number 21, H, carries 0.3802; number 22, C, carries -0.7354; number 23, H, carries 0.3166; number 24, C, carries 0.3040; number 25, C, carries -0.4812; number 26, H, carries 0.3339; number 27, C, carries -0.6014; number 28, H, carries 0.3684; number 29, C, carries -0.4051; number 30, H, carries 0.3584; number 31, C, carries -0.7593; number 32, H, carries 0.3989; number 33, C, carries 0.1882; number 34, H, carries 0.3723; number 35, H, carries -0.3090; number 36, Si, carries -0.3663; number 37, C, carries 0.3955; number 38, C, carries 0.3424; number 39, H, carries 0.6922; number 40, C, carries -0.9689; number 41, H, carries 0.4032; number 42, C, carries -0.7161; number 43, H, carries 0.4926; number 44, C, carries -0.5673; number 45, H, carries 0.3964; number 46, C, carries -1.0347; number 47, H, carries 0.3724; number 48, C, carries 0.3075; number 49, C, carries 0.5671; number 50, H, carries 0.0410; number 51, C, carries -0.5074; number 52, H, carries 0.3222; number 53, C, carries -0.5363; number 54, H, carries 0.4031; number 55, C, carries -0.6071; number 56, H, carries 0.3833; number 57, C, carries -0.4003; number 58, H, carries 0.3769; number 59, H, carries -0.1838; number 60, Cl, carries -0.5743; number 61, N, carries -0.4522; number 62, C, carries -0.6484; number 63, C, carries -0.5176; number 64, C, carries -0.8303; number 65, N, carries -0.1642; number 66, H, carries 0.2072; number 67, H, carries 0.3085; number 68, H, carries 0.4534; number 69, H, carries 0.2792; number 70, H, carries 0.2787; number 71, H, carries 0.3459; number 72, H, carries 0.4209; number 73, H, carries 0.3458; number 74, H, carries 0.3492; number 75, H, carries -0.0217

Record 6
# C2H7O4

3 unconnected molecules or ions with the total composition C2H7O4 (ωB97M-V/def2-TZVPD, OMol25).

Calculated values
* net charge: -1
* orbital gap: 7.10 eV
* HOMO energy: -4.311 eV

```
13
C2H7O4, DFT ωB97M-V/def2-TZVPD
O 0.983 -0.278 -1.357
C 1.065 0.684 -0.573
O 1.964 1.566 -0.519
C -0.034 0.824 0.471
H 0.348 0.808 1.494
H -0.589 1.769 0.406
H -0.808 0.056 0.378
H 4.026 3.844 0.077
H 3.219 2.569 0.292
O 4.036 3.028 0.582
H -4.979 -4.650 0.268
H -4.170 -5.237 -0.890
O -5.060 -4.984 -0.629
```

How positive or negative is each atom? The natural (NBO) charges in e answer that: number 1, O, carries -0.7613; number 2, C, carries 0.7673; number 3, O, carries -0.8374; number 4, C, carries -0.7275; number 5, H, carries 0.1988; number 6, H, carries 0.1944; number 7, H, carries 0.1896; number 8, H, carries 0.4448; number 9, H, carries 0.5229; number 10, O, carries -0.9916; number 11, H, carries 0.4693; number 12, H, carries 0.4719; number 13, O, carries -0.9412

no.,strongest force on any atom (hartree/bohr)
1,0.1459
2,0.0303
3,0.0341
4,0.1313
5,0.0518
6,0.0265